C11H80NO28 | wB97M-V/def2-TZVPD

Its total charge is +1. The frontier orbital gap is 8.9 eV. For the HOMO energy, the calculation gives -11.85 eV. The energy above the lowest of the compared OMol25 structures with the same formula, charge and spin comes out at 420.0 kJ/mol. The energy is -71509.3542 eV.

Cartesian coordinates (Å):
C  -3.021  -0.447  2.819
C  -2.411  0.469  1.584
C  -1.309  -0.319  0.821
C  -0.730  0.508  -0.374
N  0.782  0.837  -0.317
C  1.071  1.751  0.960
C  0.824  3.190  0.594
C  0.699  3.189  -0.970
C  1.206  1.796  -1.392
C  1.605  -0.460  -0.163
C  1.620  -1.213  -1.499
C  2.677  -2.395  -1.520
H  -4.058  -0.153  3.074
H  -2.344  -0.517  3.703
H  -3.008  -1.537  2.633
H  -1.939  1.308  2.128
H  -3.132  1.008  1.053
H  -1.964  -1.208  0.281
H  -0.616  -0.895  1.549
H  -1.316  1.397  -0.617
H  -0.982  -0.194  -1.208
H  2.171  1.916  1.291
H  0.650  1.490  1.767
H  1.556  3.700  1.062
H  -0.079  3.516  0.956
H  1.454  3.913  -1.497
H  -0.352  3.403  -1.519
H  2.259  1.967  -1.579
H  0.641  1.538  -2.259
H  1.480  -1.024  0.636
H  2.714  -0.180  -0.215
H  1.991  -0.485  -2.266
H  0.673  -1.418  -1.570
H  2.605  -2.941  -0.662
H  3.801  -2.093  -1.660
H  2.580  -2.993  -2.323
O  4.935  2.377  0.797
H  4.726  3.250  0.765
H  5.066  1.869  -0.035
O  -1.130  -2.676  -3.736
H  -0.909  -3.127  -2.762
H  -1.763  -3.246  -4.257
O  5.455  -3.009  0.611
H  4.671  -2.470  0.901
H  5.400  -3.951  0.779
O  3.554  -6.153  -1.838
H  3.500  -5.636  -0.979
H  4.035  -7.051  -1.491
O  3.185  -2.399  2.419
H  3.420  -1.448  2.410
H  2.568  -2.575  1.812
O  -0.524  -2.884  3.550
H  -0.796  -1.938  3.849
H  -0.911  -3.437  4.375
O  1.638  -4.183  -4.613
H  1.403  -4.945  -4.000
H  1.079  -3.455  -4.449
O  3.254  -0.666  -4.689
H  3.783  -1.308  -4.639
H  3.547  -0.317  -5.483
O  -4.565  -4.188  3.313
H  -3.871  -4.700  3.609
H  -4.507  -3.901  2.423
O  3.062  6.074  -1.591
H  3.672  5.686  -0.921
H  2.508  6.786  -1.112
O  -3.392  0.590  -2.514
H  -2.929  0.356  -3.315
H  -4.222  0.309  -2.701
O  -1.444  -3.760  -0.892
H  -2.088  -3.550  -0.322
H  -1.122  -4.585  -1.020
O  0.651  -3.693  1.244
H  0.241  -3.317  0.497
H  0.024  -3.588  1.966
O  1.690  1.429  4.068
H  1.507  0.640  4.852
H  2.007  2.103  4.604
O  6.894  -1.359  -1.583
H  7.158  -0.692  -0.958
H  6.377  -2.031  -1.035
O  -1.109  5.787  -3.543
H  -0.362  5.836  -4.159
H  -1.358  4.750  -3.483
O  -1.741  5.800  1.524
H  -1.557  5.433  2.430
H  -2.485  5.184  1.465
O  -5.903  1.122  1.056
H  -6.105  0.246  1.269
H  -6.662  1.518  1.458
O  -0.969  1.931  4.614
H  -0.949  1.475  5.487
H  -0.021  1.945  4.290
O  -0.953  0.104  -4.016
H  -0.802  0.010  -4.894
H  -0.861  -0.831  -3.916
O  -5.465  1.083  5.061
H  -5.989  1.529  5.779
H  -4.747  0.311  5.531
O  4.465  -3.290  -4.976
H  3.540  -3.317  -4.922
H  4.753  -3.652  -5.642
O  -3.418  3.000  3.965
H  -2.541  2.609  4.318
H  -4.153  2.484  4.004
O  -3.929  -3.410  0.382
H  -4.258  -4.155  -0.017
H  -4.666  -2.737  0.503
O  -4.719  2.609  -1.171
H  -5.080  2.033  -0.600
H  -4.257  1.967  -1.737
O  -1.286  3.026  -3.809
H  -0.612  2.351  -3.634
H  -1.092  3.113  -4.681
O  -3.555  3.786  1.139
H  -3.682  3.034  1.890
H  -3.859  3.490  0.407
O  3.926  0.350  2.403
H  4.313  1.201  1.840
H  3.513  0.614  3.176